(1)
This record from OMol25 describes a molecular structure, C21H31GdO4 at a distorted geometry. The level of theory is ωB97M-V/def2-TZVPD.

XYZ file:
```
57
C21H31GdO4 ωB97M-V/def2-TZVPD
O -0.6547 -0.4706 -2.0246
C 0.3324 -1.5855 -2.5688
C 0.0251 -1.2212 -4.0015
H -0.0396 -2.5499 -2.1836
H 1.3438 -1.3144 -2.2568
C -1.0396 -0.2607 -3.4579
H -0.4620 -2.0244 -4.5595
H 0.8642 -0.7153 -4.4968
C -2.4368 -0.8092 -3.6880
H -2.4432 -1.8742 -3.4126
H -2.7128 -0.6675 -4.7455
H -3.1624 -0.3069 -3.0393
C -0.8594 1.1920 -3.8857
H 0.1514 1.5633 -3.6401
H -1.6008 1.8248 -3.3766
H -1.0338 1.2636 -4.9735
Gd -1.2112 -0.2526 0.0447
C -0.8370 2.2998 3.0327
C 0.1297 1.4158 3.7968
C 1.4227 1.6542 3.0494
H 0.1074 1.4967 4.9061
C 1.1655 2.4130 1.9314
C -0.2335 2.7747 1.8958
H -0.7062 3.3006 1.0635
H -1.7857 2.6277 3.4609
H 2.3679 1.2487 3.4096
H 1.8874 2.7796 1.2120
C -2.8032 0.2079 1.7340
C -2.9050 1.2381 0.7306
C -3.3916 0.6187 -0.4705
H -2.6951 2.2950 0.8950
C -3.5932 -0.7895 -0.1988
C -3.2225 -1.0394 1.1651
H -3.3249 -1.9701 1.7311
H -2.5914 0.3894 2.7824
H -3.6396 1.1515 -1.3893
H -4.0691 -1.5111 -0.8652
O 2.0506 -0.2521 -0.5384
C 2.8504 0.5656 -1.4172
C 4.1919 -0.1536 -1.3998
H 2.8956 1.5799 -0.9808
H 2.3802 0.5964 -2.4171
C 4.3186 -0.6384 0.0699
H 5.0600 0.4135 -1.7164
H 4.1052 -1.0406 -2.0314
C 2.8630 -0.8902 0.4658
H 4.6960 0.1578 0.7177
H 4.9544 -1.5226 0.1565
H 2.5744 -0.4156 1.4089
H 2.6323 -1.9669 0.5572
C -0.3228 -2.1230 4.7231
O -0.0872 -0.7063 4.6335
C -0.0895 -0.0740 3.4888
O -0.2958 -0.6290 2.3881
H 0.1922 -2.4004 5.6395
H 0.0864 -2.6142 3.8469
H -1.3990 -2.2789 4.7985
```

* strongest force on any atom: 7.069 eV Å⁻¹
* total charge: 0
* gap between HOMO and LUMO (spin up / spin down): 3.304 / 5.278 eV
* spin multiplicity: 8
* energy relative to the best compared isomer or geometry (same formula, charge and spin): 78.3 kJ/mol

---

(2)
This record from OMol25 describes a single C8H10N2O molecule at a distorted geometry. The level of theory is ωB97M-V/def2-TZVPD.

XYZ file:
```
21
C8H10N2O ωB97M-V/def2-TZVPD
H -0.5658 2.6453 2.0995
N -1.5304 2.3808 2.0593
C -1.7217 1.2843 1.4447
N -2.9796 0.6340 1.4674
C -0.8383 0.6131 0.4796
C -1.1602 0.0273 -0.6614
C -0.2748 -0.6577 -1.5105
C 1.0724 -0.8193 -1.0312
O 1.8906 -1.4020 -1.8754
C 3.0204 -1.8540 -1.3929
C 1.4301 -0.2347 0.1168
C 0.6393 0.4834 0.8449
H -3.3633 -0.1620 1.5744
H -3.5366 1.0767 2.2307
H -2.1483 0.3520 -0.8964
H -0.5907 -1.2241 -2.3451
H 3.4280 -2.8250 -2.1568
H 3.1204 -2.1293 -0.4448
H 3.8814 -1.4165 -1.4715
H 2.2327 -0.3717 0.3626
H 0.9838 1.1125 1.6239
```

* SMILES: [H]/N=C(/N)c1ccc(OC)cc1
* strongest force on any atom: 16.705 eV Å⁻¹
* total charge: 0
* gap between HOMO and LUMO: 9.016 eV
* energy relative to the best compared isomer or geometry (same formula, charge and spin): 612.6 kJ/mol

---

(3)
This record from OMol25 describes a molecular structure, CH3MgO2Sr at a distorted geometry. The level of theory is ωB97M-V/def2-TZVPD.

XYZ file:
```
8
CH3MgO2Sr ωB97M-V/def2-TZVPD
O -0.8033 1.0750 -2.7237
Sr 0.9085 0.0204 -2.0076
O 0.3899 -0.6393 0.0495
C 0.5016 -0.5416 1.4227
Mg -2.4914 1.6714 -2.2477
H 0.7272 0.4822 1.7797
H -0.4779 -0.8519 1.8368
H 1.2454 -1.2161 1.8904
```

* strongest force on any atom: 1.150 eV Å⁻¹
* total charge: 0
* gap between HOMO and LUMO (spin up / spin down): 5.356 / 7.109 eV
* spin multiplicity: 2

---

(4)
This record from OMol25 describes 6 unconnected molecules or ions with the total composition C34H37BIN5O11P at a distorted geometry. The level of theory is ωB97M-V/def2-TZVPD.

XYZ file:
```
90
C34H37BIN5O11P ωB97M-V/def2-TZVPD
C -6.3962 2.5402 1.4965
C -6.3494 1.0182 1.6927
I -6.4946 0.1870 -0.3119
C -7.4555 0.5791 2.6342
B -7.9446 -0.9904 2.6503
P -6.6900 -2.2479 3.4566
C -5.3427 -2.6812 2.2289
O -5.7868 -1.3370 4.6147
H -6.0334 3.0502 2.3845
H -5.8283 2.8589 0.6275
H -7.4285 2.8011 1.2953
H -5.3731 0.7508 2.0728
H -8.3134 1.2393 2.5255
H -7.0573 0.7775 3.6330
H -8.3161 -1.4034 1.5690
H -8.9240 -1.0490 3.3835
H -5.2436 -3.7625 2.2399
H -4.3715 -2.3133 2.5464
H -5.5633 -2.4026 1.2030
H -4.8731 -1.6636 4.5646
C -0.5737 0.6661 -1.2106
C -1.8771 0.2942 -0.9141
C -2.1183 -0.7714 -0.0611
C -1.0404 -1.4496 0.4795
C 0.2656 -1.0991 0.1849
C 0.4961 -0.0315 -0.6655
N -1.2787 -2.5619 1.4090
O -2.4295 -2.8614 1.6467
O -0.3009 -3.1076 1.8963
H -0.3882 1.5063 -1.8683
H -2.7119 0.8371 -1.3361
H -3.1372 -1.0519 0.1703
H 1.0920 -1.6441 0.6153
H 1.5121 0.2587 -0.9010
C 2.0768 4.5753 3.0752
C 1.0189 4.6262 2.1771
C 1.2058 4.2430 0.8602
C 2.4602 3.8151 0.4640
C 3.5289 3.7661 1.3421
C 3.3315 4.1470 2.6597
N 2.6498 3.3764 -0.9218
O 1.6877 3.4290 -1.6643
O 3.7483 2.9676 -1.2526
H 1.9245 4.8664 4.1041
H 0.0436 4.9575 2.5050
H 0.3848 4.2733 0.1601
H 4.4990 3.4268 1.0116
H 4.1518 4.1058 3.3579
C 3.3237 3.2318 -5.7535
C 3.0968 2.6746 -4.5021
C 2.7906 1.3293 -4.3908
C 2.7216 0.5615 -5.5389
C 2.9378 1.1012 -6.7946
C 3.2399 2.4482 -6.8977
N 2.4240 -0.8714 -5.4237
O 2.2235 -1.3259 -4.3156
O 2.4063 -1.5322 -6.4503
H 3.5675 4.2828 -5.8377
H 3.1602 3.2783 -3.6139
H 2.6138 0.8917 -3.4195
H 2.8746 0.4853 -7.6786
H 3.4135 2.8860 -7.8709
C 1.5809 0.5179 7.9273
C 1.8070 1.4977 8.8853
C 2.4279 2.6843 8.5333
C 2.8119 2.8698 7.2175
C 2.6005 1.9028 6.2503
C 1.9800 0.7191 6.6129
N 3.4468 4.1360 6.8304
O 3.6303 4.9716 7.6916
O 3.7413 4.2781 5.6546
H 1.0892 -0.4046 8.2050
H 1.4948 1.3387 9.9078
H 2.6042 3.4503 9.2730
H 2.9080 2.0665 5.2281
H 1.8030 -0.0446 5.8688
C 2.8423 -4.6345 -6.5115
C 2.5925 -5.2124 -5.2736
C 2.3302 -6.5697 -5.1777
C 2.3254 -7.3325 -6.3320
C 2.5639 -6.7751 -7.5750
C 2.8229 -5.4171 -7.6594
N 2.0701 -8.7764 -6.2358
O 1.8458 -9.2404 -5.1342
O 2.1023 -9.4271 -7.2649
H 3.0496 -3.5725 -6.5769
H 2.6012 -4.6013 -4.3815
H 2.1344 -7.0225 -4.2175
H 2.5506 -7.3869 -8.4642
H 3.0130 -4.9672 -8.6242
```

* strongest force on any atom: 1.285 eV Å⁻¹
* total charge: -1
* gap between HOMO and LUMO: 3.266 eV

---

(5)
This record from OMol25 describes a molecular structure, C12H17AsBMnN7OS4 at a distorted geometry. The level of theory is ωB97M-V/def2-TZVPD.

XYZ file:
```
44
C12H17AsBMnN7OS4 ωB97M-V/def2-TZVPD
Mn -0.2944 -0.2554 -0.1278
C 4.2089 -0.6067 -0.2196
C 2.9751 -1.2276 -0.4357
N 2.0051 -0.3236 -0.4664
N 2.5702 0.8695 -0.2628
C 3.8973 0.7331 -0.1167
B 1.7902 2.2030 -0.2689
N 0.8988 2.3020 0.9803
C 0.8335 3.3215 1.8530
C -0.2131 3.0848 2.7169
C -0.7515 1.8708 2.2901
N -0.0679 1.4131 1.2516
N 0.8918 2.2122 -1.5074
C 0.7243 3.1927 -2.4104
C -0.2631 2.8107 -3.2902
C -0.6609 1.5517 -2.8381
N 0.0418 1.2094 -1.7677
H 5.1832 -1.0556 -0.1547
H 2.7541 -2.2698 -0.5800
H 4.5198 1.5920 0.0537
H 2.5637 3.1114 -0.2920
H 1.5173 4.1496 1.7994
H -0.5586 3.7055 3.5189
H -1.6011 1.3375 2.6757
H 1.3044 4.0955 -2.3648
H -0.6565 3.3638 -4.1202
H -1.4276 0.9036 -3.2224
S -4.7950 0.5208 1.4867
As -3.8496 0.8273 -0.3982
S -2.3979 -0.8521 -0.6905
S -2.8861 2.7228 -0.4825
S -5.3038 0.6993 -1.9508
C -0.7896 -3.8936 -0.5495
N -0.8550 -3.9335 0.8921
C -1.7687 -4.8813 1.4701
C -0.4989 -2.8145 1.6095
O 0.1672 -1.8684 1.1661
H -0.1140 -4.6632 -0.9331
H -0.4205 -2.9083 -0.8651
H -1.7829 -4.0286 -0.9868
H -1.3274 -5.8867 1.4971
H -2.7043 -4.9219 0.9031
H -2.0022 -4.5784 2.4894
H -0.8580 -2.8333 2.6477
```

* strongest force on any atom: 1.889 eV Å⁻¹
* total charge: -2
* gap between HOMO and LUMO (spin up / spin down): 4.011 / 4.002 eV
* spin multiplicity: 6